(1)
Molecular formula: C46H41N3O4PdS
Method: DFT, ωB97M-V/def2-TZVPD

```
! wB97M-V def2-TZVPD RIJCOSX def2/J DEFGRID3
* xyz 0 3
Pd -0.4213 0.0737 -0.0883
O -0.8987 -1.8881 -0.5998
C 0.0292 -2.8346 -0.9965
C 1.2067 -2.2140 -1.8038
C 2.1783 -1.4535 -0.9504
C 3.5077 -1.8498 -0.8966
C 4.3877 -1.1648 -0.0810
C 3.9081 -0.1287 0.6967
C 2.5622 0.2090 0.6342
C 1.9873 1.2719 1.5193
C 0.9617 0.7794 2.5860
O -0.1536 0.2102 2.0075
C 0.6072 2.0486 3.4044
C 1.5695 2.6996 4.1753
C 1.2599 3.8429 4.8941
C -0.0304 4.3566 4.8661
C -0.9984 3.7092 4.1152
C -0.6778 2.5674 3.3908
C 1.5597 -0.2276 3.5807
C 0.6597 -0.9618 4.3552
C 1.1057 -1.8603 5.3073
C 2.4700 -2.0596 5.4989
C 3.3720 -1.3433 4.7328
C 2.9167 -0.4293 3.7858
N 1.7367 -0.4198 -0.2164
C 0.6739 -3.5650 0.1884
C 1.3823 -4.7481 -0.0169
C 2.0737 -5.3509 1.0222
C 2.0713 -4.7687 2.2845
C 1.3647 -3.5948 2.4961
C 0.6613 -2.9967 1.4553
C -0.7653 -3.8178 -1.8664
C -1.7958 -4.5240 -1.2450
C -2.6249 -5.3605 -1.9695
C -2.4427 -5.5107 -3.3413
C -1.4225 -4.8182 -3.9690
C -0.5895 -3.9771 -3.2341
H 1.7655 -3.0096 -2.2989
H 0.8042 -1.5640 -2.5805
H 3.8310 -2.6968 -1.4854
H 5.4308 -1.4505 -0.0341
H 4.5618 0.4143 1.3652
H 2.8060 1.8044 2.0045
H 1.4420 2.0007 0.9133
H 2.5739 2.2958 4.2334
H 2.0246 4.3293 5.4868
H -0.2776 5.2451 5.4329
H -2.0129 4.0911 4.0975
H -1.4280 2.0578 2.8086
H -0.3993 -0.8171 4.1875
H 0.3891 -2.4147 5.9009
H 2.8216 -2.7686 6.2376
H 4.4366 -1.4906 4.8664
H 3.6460 0.1248 3.2090
H 1.3837 -5.2085 -0.9998
H 2.6135 -6.2737 0.8484
H 2.6164 -5.2301 3.0986
H 1.3658 -3.1290 3.4743
H 0.1241 -2.0702 1.6248
H -1.9387 -4.4003 -0.1782
H -3.4157 -5.9034 -1.4663
H -3.0882 -6.1678 -3.9099
H -1.2645 -4.9323 -5.0347
H 0.1988 -3.4465 -3.7531
N 2.7699 2.4995 -3.9530
C 1.9115 1.9492 -4.8479
O 2.0226 2.1111 -6.0472
C 0.7824 1.1396 -4.2787
C 0.1139 0.2534 -5.1164
C -0.9080 -0.5226 -4.6015
C -1.2285 -0.3947 -3.2576
N -0.6147 0.4789 -2.4614
C 0.3610 1.2334 -2.9620
H 3.5314 3.0471 -4.3146
H 2.7421 2.2915 -2.9721
H 0.4204 0.1889 -6.1523
H -1.4354 -1.2417 -5.2129
H -1.9614 -1.0332 -2.7808
H 0.7946 1.9377 -2.2588
C -2.8660 3.7370 0.6247
S -2.0467 2.7444 -0.6441
O -0.6556 2.5117 -0.0942
C -2.9580 1.2146 -0.4504
C -3.8362 0.8508 -1.4616
C -4.5146 -0.3543 -1.3618
C -4.2935 -1.1950 -0.2759
C -3.4231 -0.8183 0.7310
C -2.7419 0.3960 0.6586
H -3.2594 3.1079 1.4193
H -3.6612 4.3165 0.1595
H -2.0904 4.3953 1.0136
H -3.9632 1.4897 -2.3275
H -5.1985 -0.6516 -2.1464
H -4.8001 -2.1494 -0.2231
H -3.2379 -1.4704 1.5738
H -2.1454 0.7168 1.5055
*
```

The HOMO energy (alpha / beta) comes out at -7.68 / -7.96 eV. Its expectation value of S² is 2.009. The calculation puts the energy relative to the best compared isomer or geometry (same formula, charge and spin) at 0.147 eV. The value obtained for the strongest force on any atom is 0.0157 hartree/bohr. The molar mass is 838.34 u. Its orbital gap (alpha / beta) is 7.8 / 7.6 eV.

=====

(2)
Molecular formula: C46H41N4O7Sn
Method: DFT, ωB97M-V/def2-TZVPD

```
! wB97M-V def2-TZVPD RIJCOSX def2/J DEFGRID3
* xyz 1 1
Sn -0.5299 -0.4964 -0.4170
O -0.6215 1.1796 0.7479
C -1.1061 1.4239 2.0873
C -0.6524 0.3298 3.1242
C 0.8088 0.1400 3.0534
C 1.6336 0.6822 3.9625
C 3.0195 0.7082 3.7376
C 3.4795 0.0973 2.5680
C 2.6266 -0.6217 1.7247
C 2.8218 -1.5067 0.4742
C 2.5851 -0.8140 -0.8661
O 1.2525 -0.2823 -1.0071
C 3.5047 0.4628 -0.8634
C 3.0218 1.7683 -0.7404
C 3.8469 2.8850 -0.9708
C 5.1549 2.7242 -1.2379
C 5.6522 1.4520 -1.3602
C 4.8580 0.3099 -1.1286
C 2.7585 -1.7582 -2.0354
C 2.4829 -3.0847 -1.9137
C 2.4077 -3.9238 -3.0072
C 2.7560 -3.4398 -4.2928
C 3.0160 -2.0691 -4.4394
C 3.0099 -1.2381 -3.3071
N 1.2859 -0.5424 1.9839
C -0.5807 2.7972 2.6435
C -0.9961 3.3312 3.8830
C -0.5540 4.4908 4.3811
C 0.2901 5.3039 3.6125
C 0.8176 4.7788 2.4143
C 0.3329 3.5650 1.9114
C -2.6105 1.6145 1.9484
C -3.6134 0.7961 2.4672
C -4.9474 1.0089 2.1395
C -5.2612 2.0664 1.3387
C -4.3031 2.9221 0.8956
C -2.9571 2.7655 1.2412
H -0.9930 0.5142 4.1321
H -1.1594 -0.6134 2.8707
H 1.3054 1.2402 4.8391
H 3.7151 1.3588 4.3476
H 4.5560 0.1885 2.3475
H 3.8905 -1.8099 0.4548
H 2.1927 -2.3911 0.5805
H 2.0097 1.9461 -0.4753
H 3.4459 3.9006 -0.8414
H 5.8706 3.5085 -1.3872
H 6.6717 1.3306 -1.6586
H 5.2771 -0.6822 -1.3034
H 2.3656 -3.5649 -0.9197
H 2.0286 -4.9072 -2.7973
H 2.7560 -4.0802 -5.1293
H 3.2648 -1.5377 -5.3866
H 3.2328 -0.2198 -3.4342
H -1.6758 2.7240 4.4355
H -0.9521 4.8736 5.2818
H 0.6460 6.2940 3.9484
H 1.6342 5.2232 1.8829
H 0.7123 3.2315 0.9970
H -3.3049 -0.0432 3.0834
H -5.6947 0.4539 2.6427
H -6.3039 2.1948 1.0536
H -4.5847 3.7938 0.3006
H -2.1995 3.5301 0.9209
O -1.4854 1.1453 -1.5819
C -2.3562 1.0363 -2.7317
C -1.4481 1.1730 -3.9747
C -0.2892 0.2764 -3.9231
C -0.7458 -1.1226 -3.6806
C -1.2429 -1.8369 -4.7708
C -1.6670 -3.1404 -4.5640
C -1.6672 -3.6982 -3.2719
C -1.3109 -2.8539 -2.2619
N -0.8280 -1.6259 -2.4328
H -1.9179 1.6366 -0.9047
H -3.0617 1.8634 -2.7361
H -2.9264 0.1247 -2.6549
H -1.0836 2.2170 -3.9346
H -2.1295 1.0796 -4.8371
H 0.4085 0.5277 -3.1206
H 0.2683 0.2191 -4.8546
H -1.2996 -1.3003 -5.7494
H -1.9724 -3.7198 -5.3958
H -2.0944 -4.7111 -3.0545
H -1.3839 -3.1810 -1.2493
O -4.7252 -3.3862 2.6663
C -3.5519 -3.7202 3.0611
O -3.3748 -4.3495 4.0583
C -2.3538 -3.2596 2.2669
C -1.0239 -3.5989 2.6746
N -0.2009 -3.0219 1.8014
N -0.8671 -2.2536 0.9490
C -2.1475 -2.3789 1.1933
C -3.2060 -1.6097 0.3444
O -4.3781 -1.7755 0.5139
O -2.6861 -0.8705 -0.5745
H -4.7187 -2.8549 1.8341
H -0.7621 -4.2432 3.5118
H 0.8325 -3.0695 1.8448
*
```

The HOMO energy comes out at -10.86 eV. The calculation puts the energy relative to the best compared isomer or geometry (same formula, charge and spin) at 0.077 eV. The value obtained for the strongest force on any atom is 0.0685 hartree/bohr. The molar mass is 880.57 u. Its orbital gap is 8.1 eV.

=====

(3)
Molecular formula: C46H41N4OS3TeZr
Method: DFT, ωB97M-V/def2-TZVPD

```
! wB97M-V def2-TZVPD RIJCOSX def2/J DEFGRID3
* xyz 3 1
Zr 1.7169 1.0505 0.1084
N 0.5614 1.3057 -1.5644
S -0.8211 0.8499 -1.9141
N -1.0294 -0.7524 -2.1337
S 0.0003 -1.6975 -1.4596
N 0.6160 -1.1151 -0.1259
S 0.7210 -1.2343 1.5173
N 1.3632 0.0649 1.9044
C 1.6709 -2.6669 1.8431
C 3.0472 -2.5769 1.6432
C 3.8192 -3.7009 1.8645
C 3.2200 -4.8853 2.2884
C 1.8509 -4.9531 2.5008
C 1.0547 -3.8365 2.2814
C -0.8100 -1.5039 2.3013
C -0.7844 -1.2066 3.6650
C -1.9515 -1.3772 4.3908
C -3.1083 -1.8207 3.7581
C -3.1137 -2.0914 2.3947
C -1.9559 -1.9346 1.6494
C -0.8276 -3.2217 -1.3071
C -0.0618 -4.3045 -0.8802
C -0.6923 -5.5292 -0.7575
C -2.0417 -5.6532 -1.0777
C -2.7774 -4.5597 -1.5199
C -2.1758 -3.3162 -1.6374
C 1.3529 -2.0702 -2.5148
C 2.6565 -2.1458 -2.0532
C 3.6435 -2.5301 -2.9494
C 3.3184 -2.8166 -4.2667
C 2.0006 -2.7355 -4.7093
C 0.9994 -2.3665 -3.8327
C -1.4245 1.5403 -3.3921
C -1.1710 2.8997 -3.5568
C -1.6466 3.5133 -4.7023
C -2.3478 2.7752 -5.6495
C -2.5805 1.4177 -5.4688
C -2.1179 0.7790 -4.3287
C -2.0877 1.1804 -0.7044
C -3.4190 1.1492 -1.1207
C -4.4185 1.2809 -0.1713
C -4.0920 1.4317 1.1732
C -2.7659 1.4596 1.5726
C -1.7549 1.3395 0.6307
H 3.5072 -1.6375 1.3651
H 4.8920 -3.6540 1.7334
H 3.8350 -5.7559 2.4753
H 1.4007 -5.8701 2.8573
H -0.0105 -3.8798 2.4593
H 0.1193 -0.8506 4.1434
H -1.9568 -1.1625 5.4510
H -4.0151 -1.9532 4.3342
H -4.0217 -2.4236 1.9090
H -1.9705 -2.1280 0.5883
H 0.9963 -4.2020 -0.6676
H -0.1278 -6.3933 -0.4334
H -2.5220 -6.6193 -0.9935
H -3.8206 -4.6760 -1.7814
H -2.7265 -2.4508 -1.9760
H 2.8933 -1.9431 -1.0211
H 4.6694 -2.6187 -2.6182
H 4.0961 -3.1170 -4.9564
H 1.7551 -2.9689 -5.7366
H -0.0295 -2.3095 -4.1663
H -0.6059 3.4578 -2.8225
H -1.4625 4.5669 -4.8621
H -2.7115 3.2645 -6.5435
H -3.1195 0.8546 -6.2188
H -2.2841 -0.2776 -4.1757
H -3.6763 1.0404 -2.1656
H -5.4549 1.2723 -0.4818
H -4.8774 1.5391 1.9103
H -2.5145 1.5789 2.6196
H -0.7308 1.3720 0.9784
C -0.5413 4.3481 1.7527
Te 1.1850 3.9415 0.5580
C 2.2210 4.5149 2.3402
C 1.2978 5.5513 2.9268
C 1.7760 6.5629 3.7472
C 0.8952 7.5012 4.2679
C -0.4562 7.4386 3.9598
C -0.9369 6.4331 3.1311
C -0.0609 5.4841 2.6211
H -0.7546 3.4479 2.3250
H -1.3908 4.5942 1.1220
H 3.2021 4.9017 2.0803
H 2.3321 3.6248 2.9569
H 2.8335 6.6285 3.9739
H 1.2704 8.2938 4.9013
H -1.1359 8.1827 4.3527
H -1.9900 6.3964 2.8788
C 5.1697 0.5296 -0.9953
C 3.8221 0.8117 -0.4982
O 3.5871 1.8441 0.1737
H 5.2677 1.0966 -1.9312
H 5.3162 -0.5194 -1.2319
H 5.9289 0.9017 -0.3056
*
```

The HOMO energy comes out at -14.91 eV. The calculation puts the energy relative to the best compared isomer or geometry (same formula, charge and spin) at 0.499 eV. The value obtained for the strongest force on any atom is 0.0340 hartree/bohr. The molar mass is 980.89 u. Its orbital gap is 7.1 eV.